C11H10Cl2 | ωB97M-V/def2-TZVPD

Structure (XYZ):
```
23
Properties=species:S:1:pos:R:3:forces:R:3:nbo_charge:R:1
C 2.55157 1.28350 0.66509 2.227 -2.296 -1.929 -0.23
C 3.02900 0.37194 -0.30367 -2.426 0.651 0.102 -0.17
C 1.30839 1.20105 1.18271 -1.726 2.405 1.855 -0.17
C 2.01219 -0.37816 -0.95006 3.563 0.199 -0.697 -0.22
C 0.35763 0.30865 0.68807 2.619 -1.541 -1.593 -0.18
C 0.76253 -0.47692 -0.50413 -3.739 0.927 2.022 0.01
C -0.78876 -0.09311 1.31263 -3.803 0.016 -0.253 0.14
C -1.43175 -0.58836 2.33267 3.381 -0.327 1.491 -0.45
C -0.36840 -1.14846 -1.24341 1.126 3.060 -3.341 -0.39
C -1.60110 -0.11916 -1.50194 1.528 -0.040 0.063 -0.48
C -2.54531 0.21428 -0.39446 2.641 -1.661 1.287 -0.10
Cl -2.80923 1.85662 -0.12272 -0.838 0.871 0.108 0.06
Cl -3.86855 -0.93381 -0.17387 0.633 0.802 0.110 0.00
H 3.32150 1.91103 0.96943 0.700 1.517 1.218 0.21
H 4.06398 0.36808 -0.63414 -0.288 0.029 -0.016 0.22
H 1.07224 1.98973 1.98260 -0.038 -1.602 -1.060 0.23
H 2.34260 -0.85612 -1.85365 -0.272 -0.586 -0.329 0.21
H -2.40391 -0.85481 2.47314 -3.048 -0.136 -0.609 0.22
H -0.93188 -0.94176 3.27972 0.357 0.538 -0.996 0.20
H 0.01620 -1.46936 -2.28573 -0.683 0.384 1.619 0.21
H -0.87218 -1.89938 -0.82573 -1.164 -3.533 2.125 0.22
H -1.01751 0.75034 -1.78663 -0.708 0.547 -0.300 0.23
H -2.19927 -0.49580 -2.30590 -0.045 -0.222 -0.876 0.22
```
Positions in Å, forces in eV/Å.

As for the LUMO energy (spin up / spin down): -0.28 / -0.44 eV. Its total charge is 0. The total energy comes out at -36609.3499 eV. For the gap between HOMO and LUMO (spin up / spin down), the calculation gives 7.04 / 7.18 eV. The energy relative to the best compared isomer or geometry (same formula, charge and spin) comes out at 78.7 kcal/mol. The molar mass is 213.107 g mol⁻¹. The HOMO energy (spin up / spin down) is -7.3 / -7.6 eV.